No. 1
One molecule with the formula C23H34N2O3. Source: OMol25; level of theory: ωB97M-V/def2-TZVPD.

Values from the calculation:
max |F|	0.0019	hartree/bohr
energy	-1231.95285	hartree
energy above the lowest of the compared OMol25 structures with the same formula, charge and spin	93.6	kcal per mole
orbital gap	9.68	eV
SMILES string	CC[C@]1(C)C[C@H](C(=O)N2CC3(C[C@H](C(=O)N4[C@H]5CC=C[C@H]4CCC5)CO3)C2)C1

Cartesian coordinates (Å):
C: 0.2566 -0.2038 6.5185
C: 1.5063 0.4190 5.9065
C: 1.6476 0.2809 4.3931
C: 2.7956 1.1509 3.8968
C: 1.7546 -1.1581 3.8267
C: 0.7951 -0.7717 2.6904
C: -0.3357 -1.7263 2.3955
O: -0.6340 -2.6646 3.1166
N: -1.0327 -1.4424 1.2715
C: -1.1256 -0.2329 0.4523
C: -2.3481 -0.8931 -0.2481
C: -2.1022 -1.3619 -1.6710
C: -2.5138 -0.1163 -2.4691
C: -1.3728 0.9000 -2.5049
O: -1.3998 1.9401 -1.8588
N: -0.3037 0.5541 -3.2437
C: 0.8431 1.4393 -3.4695
C: 0.3000 2.5117 -4.4083
C: -0.1337 1.6248 -5.5962
C: -0.1959 0.2836 -5.5460
C: -0.0961 -0.4836 -4.2127
C: 1.3068 -1.0761 -3.7650
C: 1.8346 -0.4376 -2.4214
C: 1.7783 1.1439 -2.3120
C: -3.6934 0.3940 -1.6401
O: -3.5174 -0.1169 -0.3117
C: -2.3328 -1.9639 0.8589
C: 0.3880 0.4868 3.5084
H: 0.3148 -0.1851 7.6073
H: -0.6444 0.3403 6.2330
H: 0.1253 -1.2428 6.2117
H: 1.5399 1.4824 6.1675
H: 2.3979 -0.0298 6.3585
H: 2.9408 1.0435 2.8192
H: 2.6018 2.2054 4.1070
H: 3.7309 0.8726 4.3891
H: 2.7516 -1.4988 3.5454
H: 1.2838 -1.9047 4.4652
H: 1.3104 -0.4993 1.7678
H: -1.4183 0.6596 1.0096
H: -0.2507 -0.0144 -0.1614
H: -1.0735 -1.6839 -1.8334
H: -2.7706 -2.1955 -1.8999
H: -2.8163 -0.3559 -3.4892
H: 1.4393 0.9353 -4.2202
H: 1.0653 3.2090 -4.7558
H: -0.5250 3.0880 -3.9893
H: -0.3106 2.1172 -6.5461
H: -0.3987 -0.2791 -6.4500
H: -0.8660 -1.2544 -4.1776
H: 1.2189 -2.1514 -3.6019
H: 2.0363 -0.9509 -4.5679
H: 2.8563 -0.7880 -2.2644
H: 1.2441 -0.8614 -1.6079
H: 2.7622 1.5882 -2.4705
H: 1.4093 1.4511 -1.3335
H: -3.7160 1.4813 -1.6028
H: -4.6391 0.0129 -2.0317
H: -2.3305 -3.0056 0.5368
H: -3.1116 -1.8071 1.6085
H: -0.5408 0.3091 4.0503
H: 0.3140 1.4323 2.9698

Löwdin atomic charge list, values in e, 4 entries: -0.10, -0.20, -0.49, -0.05

No. 2
A 2-piece molecular cluster, C4H13NO overall. Source: OMol25; level of theory: ωB97M-V/def2-TZVPD.

Values from the calculation:
max |F|	0.1138	hartree/bohr
energy	-290.10711	hartree
energy above the lowest of the compared OMol25 structures with the same formula, charge and spin	56.4	kcal per mole
orbital gap	9.57	eV
SMILES string	CCN(C)C.O

Cartesian coordinates (Å):
C: -0.4992 0.6177 -1.4926
C: -0.1874 0.3589 0.0776
N: -0.5611 -0.8381 0.6389
C: -0.2078 -0.9845 2.0663
C: -2.0089 -1.1109 0.4814
H: -0.7868 1.6105 -1.6574
H: 0.4929 0.4887 -1.9718
H: -1.3660 -0.0685 -1.8593
H: -0.5989 1.1843 0.5452
H: 0.9147 0.5705 -0.2358
H: -0.9658 -0.6113 2.8176
H: 0.7299 -0.4786 2.1653
H: -0.1228 -2.0390 2.3162
H: -2.6997 -0.3659 1.0679
H: -2.4276 -1.2820 -0.5106
H: -2.2799 -2.0589 0.9737
O: 3.0812 1.5736 -1.6162
H: 2.3530 1.0337 -1.1826
H: 3.4555 2.0076 -0.8082

Löwdin atomic charge list, values in e, 4 entries: -0.06, -0.30, -0.27, -0.09

No. 3
A 3-piece molecular cluster, C24H28BF4IO10 overall. Source: OMol25; level of theory: ωB97M-V/def2-TZVPD.

Values from the calculation:
max |F|	0.1832	hartree/bohr
energy	-2405.19165	hartree
energy above the lowest of the compared OMol25 structures with the same formula, charge and spin	214.0	kcal per mole
orbital gap	7.24	eV
SMILES string	CB(O)c1c(C)c(CC(=O)I)c(C(F)(F)C(F)F)c2c1C(=O)C=CC2=O.CCOC(=O)OC.CCOC(=O)OC

Cartesian coordinates (Å):
C: 4.2521 -4.1449 0.3528
B: 3.7966 -3.1022 -0.8759
O: 3.4057 -3.5534 -2.2294
C: 3.8395 -1.4776 -0.4577
C: 5.1761 -0.5112 -0.7392
C: 6.5097 -1.1598 -1.4403
C: 5.1087 1.1000 -0.2861
C: 6.4633 1.9772 -0.5304
C: 7.0303 2.3822 0.9906
O: 7.4795 3.6046 1.3071
I: 7.0244 0.6834 2.4387
C: 3.7363 1.7866 0.3851
C: 3.5740 3.3552 0.8086
F: 2.2456 3.9647 0.4171
F: 4.5653 4.2979 0.2431
C: 3.8088 3.4276 2.4642
F: 3.9436 2.0942 3.0937
F: 4.9675 4.3281 2.7534
C: 2.4498 0.7552 0.6423
C: 2.4928 -0.8718 0.2527
C: 1.1274 -1.7649 0.6236
O: 1.1241 -2.9495 1.2268
C: -0.2981 -0.9736 0.2442
C: -0.3260 0.4963 0.6266
C: 1.0011 1.2467 1.3189
O: 0.8878 2.1027 2.3330
H: 5.2521 -3.6868 0.7932
H: 4.4225 -5.2133 -0.0941
H: 3.4519 -4.1450 1.2087
H: 4.1727 -4.1466 -2.5428
H: 6.3357 -2.1223 -2.0768
H: 6.9126 -0.3426 -2.2125
H: 7.3763 -1.2722 -0.6292
H: 6.2142 2.9477 -1.1734
H: 7.3496 1.4475 -1.0614
H: 2.8366 3.9259 2.8976
H: -1.2002 -1.5141 -0.2701
H: -1.2492 1.1875 0.4266
C: -6.6032 1.3119 -2.7278
C: -5.4462 1.1641 -3.7003
O: -4.6472 2.3535 -3.7225
C: -3.7687 2.4881 -2.6979
O: -3.6004 1.6940 -1.7864
O: -3.1250 3.6732 -2.8477
C: -2.2244 3.9787 -1.7857
H: -7.1786 2.2169 -2.9478
H: -7.2681 0.4455 -2.7820
H: -6.2445 1.4066 -1.6983
H: -5.8385 1.0257 -4.7135
H: -4.8335 0.2848 -3.4695
H: -1.5199 3.1590 -1.6117
H: -2.7871 4.2048 -0.8746
H: -1.6533 4.8671 -2.0696
C: -6.6691 -3.6570 3.5251
C: -6.2102 -4.1755 2.1735
O: -6.0939 -3.1022 1.2313
C: -4.9647 -2.3571 1.3287
O: -4.0576 -2.5279 2.1273
O: -5.0291 -1.3707 0.3991
C: -3.9339 -0.4595 0.4481
H: -7.5871 -3.0697 3.4212
H: -6.8525 -4.4846 4.2158
H: -5.9188 -2.9966 3.9706
H: -6.9603 -4.8676 1.7759
H: -5.2687 -4.7317 2.2520
H: -2.9748 -0.9859 0.4082
H: -4.0008 0.1540 1.3520
H: -4.0002 0.1984 -0.4229

Löwdin atomic charge list, values in e, 4 entries: -0.05, -0.37, 0.02, 0.05

No. 4
C38H34BrF4IN8O2Pr as an isolated structure. Source: OMol25; level of theory: ωB97M-V/def2-TZVPD.

Values from the calculation:
max |F|	0.0280	hartree/bohr
energy	-5845.07232	hartree
charge	+1
spin multiplicity	3
orbital gap (spin up / spin down)	7.35 / 7.37	eV

Cartesian coordinates (Å):
Pr: 0.3570 -0.2492 -0.2576
C: -2.1803 -0.2804 -3.2196
C: -2.6882 -0.8400 -1.8959
N: -1.7183 -1.7271 -1.2146
C: -1.2812 -2.8190 -2.1261
C: -2.3888 -3.6489 -2.7736
C: -2.3334 -2.2981 -0.0001
C: -2.5426 -1.3081 1.1409
N: -1.3956 -0.4227 1.2984
C: -1.1948 0.2682 2.4647
C: -0.1966 1.2610 2.4999
F: 0.4308 1.5860 1.3102
C: 0.2169 1.9446 3.6151
F: 1.2132 2.8229 3.4878
C: -0.3828 1.7288 4.8323
C: -1.4107 0.8095 4.8397
F: -2.0516 0.5617 5.9814
C: -1.8072 0.1071 3.7195
F: -2.8036 -0.7801 3.8828
H: -2.7545 0.6078 -3.4929
H: -2.2805 -1.0018 -4.0327
H: -1.1316 0.0049 -3.1654
H: -3.6250 -1.3820 -2.0637
H: -2.9097 -0.0242 -1.2088
H: -0.6460 -3.4834 -1.5502
H: -0.6525 -2.3788 -2.9004
H: -2.9104 -3.1052 -3.5644
H: -3.1285 -3.9853 -2.0423
H: -1.9465 -4.5406 -3.2244
H: -1.6823 -3.1030 0.3525
H: -3.3109 -2.7345 -0.2278
H: -2.7375 -1.9079 2.0215
H: -3.4458 -0.7173 0.9614
H: -0.0795 2.2484 5.7329
Br: 1.4835 -0.8081 -9.4926
C: 0.9867 0.7880 -8.6132
C: 1.6198 1.9741 -8.9362
C: 1.2657 3.1381 -8.2669
C: 0.3240 3.0987 -7.2531
C: -0.3341 1.9101 -6.9639
C: -0.0096 0.7512 -7.6498
N: -0.0512 4.3430 -6.6226
N: -0.1061 4.4404 -5.3880
C: 0.3936 3.4010 -4.5261
C: 1.5802 2.7513 -4.7096
C: 2.0469 1.8012 -3.7808
C: 1.3091 1.4472 -2.6791
O: 1.6757 0.4779 -1.8297
C: 0.0921 2.1589 -2.4453
N: -0.6290 1.8311 -1.3226
C: -1.7269 2.4967 -1.0557
C: -2.2244 3.5154 -1.8800
C: -1.5480 3.8298 -3.0242
C: -0.3470 3.1492 -3.3422
H: 2.3723 1.9965 -9.7136
H: 1.7424 4.0814 -8.5097
H: -1.1101 1.8962 -6.2080
H: -0.5249 -0.1758 -7.4357
H: 2.1868 2.9820 -5.5778
H: 2.9963 1.3019 -3.9447
H: -2.2456 2.2229 -0.1419
H: -3.1326 4.0325 -1.6028
H: -1.9036 4.6004 -3.6976
N: 5.4813 -5.7444 -1.9920
C: 4.1540 -5.8744 -1.7462
O: 3.5581 -6.9314 -1.7879
C: 3.4110 -4.6026 -1.4015
C: 2.2681 -4.7226 -0.6251
C: 1.5443 -3.5873 -0.3352
N: 1.8747 -2.3632 -0.7776
C: 2.9717 -2.2602 -1.5282
C: 3.7652 -3.3444 -1.8583
H: 6.0078 -6.5794 -2.1876
H: 5.9705 -4.8723 -1.9084
H: 1.9556 -5.6975 -0.2708
H: 0.6573 -3.6560 0.2798
H: 3.2068 -1.2670 -1.8884
H: 4.6300 -3.1889 -2.4934
I: 1.4065 -2.0943 2.9429
C: 2.8526 -0.7075 2.3201
C: 3.9855 -0.4976 3.0820
C: 4.8896 0.4528 2.6346
C: 4.6229 1.1546 1.4701
C: 3.4645 0.8700 0.7788
N: 2.5887 -0.0638 1.1896
H: 4.1479 -1.0481 3.9979
H: 5.7949 0.6436 3.1979
H: 5.2967 1.9182 1.1068
H: 3.2097 1.3870 -0.1338

Löwdin atomic charge list, values in e, 4 entries: 1.12, -0.05, -0.22, -0.24

No. 5
C3H6INO2 as an isolated structure. Source: OMol25; level of theory: ωB97M-V/def2-TZVPD.

Values from the calculation:
max |F|	0.1007	hartree/bohr
energy	-620.68253	hartree
energy above the lowest of the compared OMol25 structures with the same formula, charge and spin	106.6	kcal per mole
orbital gap	9.67	eV

Cartesian coordinates (Å):
C: 0.7140 -1.1039 -0.7860
C: 0.8571 0.2748 -0.3000
C: -0.4534 0.9938 -0.1902
N: -1.3332 0.0074 1.2530
O: -2.4245 -0.3788 0.9571
O: -0.7227 -0.2251 2.2599
I: -0.3771 2.9364 0.6637
H: -0.0666 -1.3955 -1.3859
H: 0.6345 -1.7127 0.1434
H: 1.6746 -1.3210 -1.2855
H: 1.3834 0.7872 -1.1362
H: 1.4240 0.1957 0.5830
H: -1.3101 0.9415 -0.7764

Löwdin atomic charge list, values in e, 4 entries: -0.11, -0.37, -0.55, -0.40

No. 6
C54H45AsCl2IrNOP2 as an isolated structure. Source: OMol25; level of theory: ωB97M-V/def2-TZVPD.

Values from the calculation:
max |F|	0.0117	hartree/bohr
energy	-6157.41142	hartree
charge	+2
energy above the lowest of the compared OMol25 structures with the same formula, charge and spin	111.1	kcal per mole
orbital gap	3.76	eV

Cartesian coordinates (Å):
Ir: -2.0309 0.4246 -0.0873
C: -3.8037 -2.8203 0.1328
C: -4.7456 -1.7927 -0.5013
P: -4.1394 -0.0760 -0.3832
C: -5.0289 0.7687 -1.7209
C: -4.2913 1.3685 -2.7414
C: -4.9476 1.9661 -3.8077
C: -6.3333 1.9755 -3.8550
C: -7.0750 1.3828 -2.8377
C: -6.4247 0.7797 -1.7735
C: -5.0528 0.6618 1.0594
C: -4.5072 1.9290 1.6015
C: -5.3118 2.6122 2.6239
C: -6.4125 2.0356 3.1737
C: -6.7991 0.7690 2.7108
C: -6.1485 0.0994 1.6708
C: -2.6033 -3.0504 -0.7904
P: -1.3131 -1.7554 -0.6162
C: -0.2717 -1.9072 -2.0837
C: -0.5330 -2.7318 -3.1768
C: 0.3922 -2.8185 -4.2072
C: 1.5737 -2.0937 -4.1571
C: 1.8358 -1.2637 -3.0750
C: 0.9138 -1.1719 -2.0468
C: -0.3353 -2.4384 0.7447
C: -0.5587 -2.0044 2.0457
C: 0.0954 -2.6178 3.1040
C: 0.9883 -3.6496 2.8632
C: 1.2219 -4.0816 1.5608
C: 0.5581 -3.4833 0.5048
H: -4.3440 -3.7553 0.2813
H: -3.4712 -2.4927 1.1237
H: -5.7624 -1.8714 -0.1209
H: -4.8249 -1.9719 -1.5770
H: -3.2090 1.3546 -2.6972
H: -4.3746 2.4227 -4.6038
H: -6.8408 2.4400 -4.6898
H: -8.1555 1.3877 -2.8800
H: -7.0147 0.3106 -0.9946
H: -3.6599 1.5418 2.2186
H: -4.9565 3.5690 2.9872
H: -6.9743 2.5272 3.9547
H: -7.6510 0.2833 3.1754
H: -6.5502 -0.8504 1.3538
H: -2.9569 -3.0848 -1.8202
H: -2.1044 -3.9994 -0.5897
H: -1.4395 -3.3131 -3.2530
H: 0.1892 -3.4654 -5.0500
H: 2.2945 -2.1828 -4.9590
H: 2.7515 -0.6953 -3.0239
H: 1.1297 -0.5556 -1.1689
H: -1.2508 -1.1860 2.2311
H: -0.0776 -2.2772 4.1165
H: 1.5080 -4.1168 3.6896
H: 1.9249 -4.8812 1.3694
H: 0.7503 -3.8221 -0.5063
Cl: 2.6463 2.6210 0.9581
C: 1.0787 3.2825 0.9860
C: 0.8865 4.5784 1.3335
C: -0.4042 5.2140 1.3725
Cl: -0.3992 6.8722 1.7977
C: -1.5512 4.5437 1.0810
C: -2.8919 5.0988 1.0489
C: -3.9304 4.3043 0.7885
C: -3.7857 2.8405 0.5401
N: -2.4068 2.3500 0.4362
C: -1.4123 3.1550 0.7244
C: -0.0862 2.4863 0.6415
O: -0.0777 1.2931 0.3114
H: 1.7415 5.1889 1.5927
H: -3.0170 6.1644 1.1852
H: -4.9318 4.7070 0.6880
H: -4.2614 2.6120 -0.4165
C: 7.1197 -4.0826 -0.7309
C: 6.3186 -4.1314 0.4038
C: 5.3328 -3.1766 0.5979
C: 5.1416 -2.1566 -0.3326
C: 5.9415 -2.1169 -1.4671
C: 6.9249 -3.0781 -1.6663
As: 3.6951 -0.8848 -0.0140
C: 4.2254 -0.3724 1.8014
C: 5.5418 -0.2920 2.2495
C: 5.8249 0.0736 3.5567
C: 4.7915 0.3532 4.4425
C: 3.4763 0.2610 4.0165
C: 3.1988 -0.0988 2.7048
C: 4.4788 0.6317 -0.9881
C: 5.7554 1.1232 -0.7241
C: 6.2707 2.1992 -1.4329
C: 5.5170 2.7987 -2.4335
C: 4.2468 2.3192 -2.7117
C: 3.7355 1.2477 -1.9908
H: 7.8929 -4.8242 -0.8817
H: 6.4694 -4.9090 1.1424
H: 4.7204 -3.2190 1.4911
H: 5.8102 -1.3351 -2.2048
H: 7.5439 -3.0331 -2.5535
H: 6.3563 -0.5570 1.5892
H: 6.8527 0.1262 3.8910
H: 5.0147 0.6303 5.4646
H: 2.6691 0.4660 4.7094
H: 2.1669 -0.1598 2.3655
H: 6.3635 0.6636 0.0395
H: 7.2656 2.5626 -1.2110
H: 5.9208 3.6306 -2.9958
H: 3.6515 2.7798 -3.4912
H: 2.7263 0.9174 -2.2069

Löwdin atomic charge list, values in e, 4 entries: 0.73, -0.27, -0.31, 0.84

No. 7
One molecule with the formula C8H9N2O4P. Source: OMol25; level of theory: ωB97M-V/def2-TZVPD.

Values from the calculation:
max |F|	0.0968	hartree/bohr
energy	-1062.03563	hartree
energy above the lowest of the compared OMol25 structures with the same formula, charge and spin	0.0	kcal per mole
orbital gap	7.95	eV

Cartesian coordinates (Å):
C: 2.7650 1.2714 -0.2503
C: 3.3936 0.2197 -0.7616
C: 1.4068 1.2129 0.1510
C: 2.8104 -1.0246 -0.7283
C: 0.9597 -0.0785 0.1957
C: -1.6946 0.9453 -0.8597
C: -1.3632 -0.4857 -0.9065
C: -0.3710 -0.7698 0.5005
N: 1.6896 -1.1629 -0.1019
N: -2.5331 -1.3298 -0.6477
O: -2.8532 1.0921 -0.2249
O: -1.0467 1.8889 -1.2241
O: 0.0024 -2.6907 -1.2046
O: -1.1369 -0.5109 1.6047
P: 0.3888 -2.5181 0.1765
H: 3.2384 2.3074 -0.3592
H: 4.3980 0.2238 -1.3030
H: 0.8710 2.0915 0.5143
H: 3.4372 -1.9611 -0.9317
H: -0.8063 -0.8118 -1.8435
H: -2.5112 -1.6049 0.3414
H: -2.5942 -2.1734 -1.2880
H: -3.2758 0.2549 0.0288
H: -0.8816 0.3483 1.9973

Löwdin atomic charge list, values in e, 4 entries: -0.05, -0.08, 0.04, -0.09

No. 8
One molecule with the formula C4H6O2. Source: OMol25; level of theory: ωB97M-V/def2-TZVPD.

Values from the calculation:
max |F|	0.0137	hartree/bohr
energy	-306.43023	hartree
energy above the lowest of the compared OMol25 structures with the same formula, charge and spin	47.7	kcal per mole
orbital gap	11.01	eV
SMILES string	O=CC[C@H]1CO1

Cartesian coordinates (Å):
O: 0.2879 -1.7649 1.4759
C: 0.0481 -1.8325 0.2940
C: -0.2565 -0.6488 -0.5812
C: -0.4988 0.6695 0.1159
C: 0.5686 1.6440 0.2876
O: -0.3397 1.7483 -0.7990
H: 0.0483 -2.8116 -0.2349
H: -1.1393 -0.8783 -1.1918
H: 0.5651 -0.5435 -1.3080
H: -1.3232 0.7153 0.8239
H: 0.4806 2.4728 0.9891
H: 1.5588 1.2297 0.1284

Löwdin atomic charge list, values in e, 4 entries: 0.06, -0.25, -0.11, -0.31

Which value of max |F| does entry 1 give? 0.0019 hartree/bohr